a:
Here is the ion C5H8N3 with charge +1 from the OMol25 dataset. Energies are from ωB97M-V/def2-TZVPD.

Properties
Gap between HOMO and LUMO (alpha / beta)   7.785 / 7.784 eV
Charge   +1
SMILES string   CN1CC[NH+]=C1C#N
Highest occupied orbital energy (alpha / beta)   -14.0 / -14.0 eV

Geometry (Å):
C 0.00 2.09 0.09
N 0.06 0.63 0.09
C 1.28 -0.20 0.14
C 0.83 -1.58 -0.28
N -0.45 -1.74 0.20
C -1.06 -0.03 0.15
C -2.35 0.14 -0.14
N -3.47 -0.15 -0.20
H 0.72 2.38 0.86
H 0.31 2.59 -0.81
H -0.98 2.32 0.47
H 1.91 -0.27 1.11
H 1.96 0.26 -0.54
H 0.79 -1.59 -1.40
H 1.57 -2.35 0.12
H -1.12 -2.50 0.14

***

b:
Here is the ion C5H8N3 with charge +1 from the OMol25 dataset. Energies are from ωB97M-V/def2-TZVPD.

Properties
Gap between HOMO and LUMO   9.396 eV
Charge   +1
SMILES string   C/N=C/N=C\C=C=[NH2+]
Highest occupied orbital energy   -13.9 eV

Geometry (Å):
C -1.21 -1.87 0.32
N -0.24 -0.85 0.49
C 1.00 -1.12 0.56
N 1.91 -0.16 0.86
C 1.94 1.04 0.49
C 1.03 1.72 -0.47
C -0.21 1.46 -0.67
N -1.45 1.41 -0.89
H -0.78 -2.87 0.18
H -1.87 -1.88 1.19
H -1.82 -1.62 -0.55
H 1.43 -2.13 0.50
H 2.72 1.67 0.89
H 1.51 2.53 -1.01
H -2.12 1.92 -0.31
H -1.84 0.75 -1.57

***

c:
Here is the ion C5H8N3 with charge +1 from the OMol25 dataset. Energies are from ωB97M-V/def2-TZVPD.

Properties
Gap between HOMO and LUMO (alpha / beta)   9.214 / 9.215 eV
Charge   +1
SMILES string   Cn1ncccc1=[NH2+]
Highest occupied orbital energy (alpha / beta)   -13.9 / -13.9 eV

Geometry (Å):
C -1.40 1.68 -0.11
N -0.24 0.80 -0.05
N 0.87 1.37 0.01
C 2.01 0.71 0.01
C 1.99 -0.69 -0.02
C 0.83 -1.38 -0.17
C -0.39 -0.75 -0.08
N -1.56 -1.42 0.13
H -0.96 2.76 -0.26
H -1.89 1.28 -0.95
H -1.99 1.53 0.72
H 2.88 1.36 0.03
H 2.97 -1.32 -0.06
H 0.99 -2.51 0.06
H -1.68 -2.38 0.30
H -2.41 -1.04 0.44

***

Verdict on stability: a comes out at the bottom.

***

a:
Here is a cluster of 3 separate species, C22H48N2O9PS in total from the OMol25 dataset. Energies are from ωB97M-V/def2-TZVPD.

Properties
Gap between HOMO and LUMO   6.566 eV
Charge   -1
Highest occupied orbital energy   -4.4 eV

Geometry (Å):
C 2.62 -2.97 3.35
C 2.80 -1.95 2.16
N 1.50 -1.48 1.78
P 1.39 -0.50 0.26
C -0.35 0.13 0.84
C -1.35 0.69 -0.14
N -2.28 0.09 -0.72
C 2.22 1.00 1.23
C 3.70 1.25 0.89
O 3.92 2.33 -0.03
C 0.65 -1.95 -0.80
C 0.59 -3.33 -0.10
C -0.63 -3.58 0.81
C -1.97 -3.59 0.06
C -3.05 -3.02 1.00
O -4.16 -2.47 0.25
C -4.98 -1.79 1.07
C -5.49 -0.46 0.58
O -5.31 -2.19 2.12
S 1.45 0.66 -1.67
C 1.22 2.46 -1.56
O 2.82 0.51 -2.17
O 0.57 0.18 -2.73
H 3.46 -2.90 4.05
H 2.51 -3.97 2.93
H 1.69 -2.71 3.84
H 3.30 -2.51 1.38
H 3.49 -1.17 2.54
H 0.97 -1.10 2.55
H 2.68 -1.01 -0.11
H -0.84 -0.72 1.32
H -0.25 0.87 1.65
H -1.30 1.77 -0.33
H -2.26 -0.88 -0.42
H 2.21 0.80 2.31
H 1.67 1.94 1.12
H 4.22 0.35 0.54
H 4.20 1.54 1.82
H 4.18 3.09 0.49
H 1.36 -2.07 -1.61
H -0.35 -1.74 -1.18
H 0.42 -4.06 -0.91
H 1.52 -3.65 0.36
H -0.61 -2.95 1.70
H -0.48 -4.60 1.19
H -1.96 -3.06 -0.90
H -2.25 -4.63 -0.10
H -2.59 -2.18 1.53
H -3.33 -3.80 1.70
H -4.70 0.28 0.51
H -6.28 -0.10 1.24
H -5.92 -0.63 -0.41
H 0.69 2.81 -0.67
H 0.59 2.73 -2.41
H 2.14 3.01 -1.69
O 6.76 1.52 2.22
C 7.40 1.45 1.20
O 8.12 2.52 0.80
C 9.05 2.47 -0.29
C 8.36 2.70 -1.62
C 7.33 0.23 0.32
H 9.62 1.54 -0.27
H 9.76 3.28 -0.10
H 7.63 1.92 -1.83
H 9.09 2.72 -2.43
H 7.82 3.65 -1.61
H 6.45 0.31 -0.33
H 7.22 -0.65 0.96
H 8.22 0.06 -0.28
O -8.08 -0.80 -1.90
C -8.13 0.38 -2.08
O -7.64 1.21 -1.14
C -7.47 2.62 -1.32
C -8.75 3.38 -1.01
C -8.82 0.97 -3.29
H -7.09 2.84 -2.32
H -6.69 2.92 -0.62
H -9.56 3.10 -1.68
H -8.58 4.45 -1.10
H -9.08 3.16 0.00
H -9.89 1.04 -3.09
H -8.65 0.30 -4.13
H -8.44 1.94 -3.59

***

b:
Here is a cluster of 3 separate species, C22H48N2O9PS in total from the OMol25 dataset. Energies are from ωB97M-V/def2-TZVPD.

Properties
Gap between HOMO and LUMO   6.573 eV
Charge   -1
Highest occupied orbital energy   -4.5 eV

Geometry (Å):
C -1.74 2.04 4.35
C -1.65 2.36 2.74
N -0.92 1.23 2.14
P -0.45 1.45 0.42
C -0.19 -0.44 0.31
C 0.73 -1.05 -0.82
N 2.01 -1.34 -0.75
C -2.34 1.15 -0.02
C -3.12 2.51 -0.40
O -3.29 2.72 -1.83
C 1.42 1.80 0.87
C 1.74 1.93 2.42
C 1.99 0.51 3.18
C 3.26 -0.29 2.64
C 2.90 -1.87 2.80
O 3.65 -2.72 1.88
C 3.03 -4.01 2.00
C 2.68 -4.91 0.71
O 2.75 -4.52 3.11
S 0.07 1.89 -1.64
C -0.86 1.02 -2.97
O -0.29 3.38 -1.86
O 1.55 1.84 -1.99
H -2.72 2.42 4.78
H -0.82 2.50 4.84
H -1.65 0.91 4.43
H -1.11 3.36 2.68
H -2.73 2.49 2.41
H -1.32 0.31 2.36
H -0.66 2.86 0.61
H 0.28 -0.77 1.31
H -1.19 -1.02 0.27
H 0.23 -1.33 -1.81
H 2.30 -1.10 0.21
H -2.92 0.73 0.89
H -2.49 0.37 -0.84
H -2.68 3.45 0.08
H -4.18 2.41 0.03
H -4.20 2.44 -2.06
H 1.61 2.85 0.42
H 2.13 1.03 0.44
H 2.80 2.41 2.46
H 1.09 2.64 3.02
H 1.03 -0.11 3.27
H 2.24 0.81 4.27
H 3.59 -0.02 1.59
H 4.12 -0.11 3.38
H 1.79 -1.97 2.50
H 3.04 -2.12 3.90
H 1.85 -4.46 0.07
H 2.40 -5.97 1.03
H 3.64 -4.96 0.10
H -1.32 0.02 -2.68
H -0.08 0.76 -3.79
H -1.63 1.67 -3.52
O -5.79 4.38 0.39
C -5.48 5.39 -0.21
O -6.23 5.80 -1.25
C -6.08 7.07 -1.89
C -5.01 7.02 -2.97
C -4.23 6.14 0.13
H -5.90 7.86 -1.16
H -7.04 7.30 -2.36
H -4.03 6.78 -2.55
H -4.94 7.97 -3.49
H -5.24 6.23 -3.69
H -3.38 5.68 -0.39
H -4.07 6.07 1.21
H -4.27 7.20 -0.11
O 5.63 -6.40 -0.69
C 5.00 -6.87 -1.61
O 3.67 -7.01 -1.50
C 2.81 -7.37 -2.60
C 2.74 -8.87 -2.76
C 5.70 -7.39 -2.83
H 3.11 -6.86 -3.52
H 1.82 -6.99 -2.34
H 3.71 -9.30 -3.00
H 2.03 -9.14 -3.55
H 2.41 -9.34 -1.83
H 6.04 -8.41 -2.64
H 6.57 -6.76 -3.02
H 5.10 -7.36 -3.73

***

Verdict on stability: b comes out at the bottom.

***

a:
Here is a structure of composition C6H9CeCl2NdO6P from the OMol25 dataset. Energies are from ωB97M-V/def2-TZVPD.

Properties
Gap between HOMO and LUMO (alpha / beta)   6.044 / 6.543 eV
Charge   +4
Multiplicity   5
Highest occupied orbital energy (alpha / beta)   -21.3 / -21.3 eV
Expectation value of S²   6.0084

Geometry (Å):
Nd -0.10 -0.51 -6.91
Ce -0.18 -1.25 0.03
Cl -1.00 1.79 -6.59
Cl 1.89 -2.66 -0.18
C -1.08 -2.73 1.45
C -0.66 -0.08 -9.10
C 0.35 -2.65 -8.24
O -1.24 -3.57 2.26
O -0.90 -0.02 -10.25
O 0.56 -3.61 -8.85
C -2.08 1.68 3.61
O -0.70 1.62 3.15
P -0.20 0.66 1.96
O 0.97 1.41 1.04
C 2.00 2.31 1.53
O 0.97 -0.35 2.65
C 0.53 -1.07 3.86
H -2.53 0.69 3.78
H -2.69 2.23 2.89
H -2.06 2.21 4.56
H 1.95 3.21 0.93
H 1.85 2.60 2.58
H 3.01 1.86 1.40
H 0.72 -0.42 4.73
H -0.53 -1.37 3.81
H 1.15 -1.98 3.92

***

b:
Here is a structure of composition C6H9CeCl2NdO6P from the OMol25 dataset. Energies are from ωB97M-V/def2-TZVPD.

Properties
Gap between HOMO and LUMO (alpha / beta)   6.436 / 6.907 eV
Charge   +4
Multiplicity   5
Highest occupied orbital energy (alpha / beta)   -21.8 / -21.8 eV
Expectation value of S²   6.0083

Geometry (Å):
Nd 0.29 0.80 -6.68
Ce 0.83 0.58 -0.26
Cl -0.75 3.08 -6.70
Cl 2.50 -1.19 -1.02
C -0.66 -0.94 0.91
C -0.27 1.29 -8.92
C 0.55 -0.95 -8.37
O -1.10 -1.66 1.70
O -0.49 1.28 -10.06
O 0.59 -1.58 -9.34
C -1.85 3.37 3.47
O -0.50 3.27 2.93
P -0.34 2.30 1.61
O 0.98 2.90 0.69
C 2.09 3.68 1.24
O 0.72 1.04 2.21
C 0.78 0.47 3.53
H -2.29 2.38 3.66
H -2.52 3.92 2.79
H -1.78 3.91 4.41
H 2.13 4.60 0.65
H 1.92 3.91 2.31
H 3.01 3.11 1.11
H 1.17 1.25 4.19
H -0.20 0.12 3.88
H 1.49 -0.35 3.47

***

Verdict on stability: a comes out at the bottom.

***

a:
Here is a cluster of 2 separate species, CH6N2S in total from the OMol25 dataset. Energies are from ωB97M-V/def2-TZVPD.

Properties
Gap between HOMO and LUMO   9.238 eV
SMILES string   [H]/N=N\[H].CS
Highest occupied orbital energy   -8.7 eV

Geometry (Å):
H -2.56 1.39 0.21
N -1.79 0.64 0.43
N -2.15 -0.52 0.32
H -3.13 -0.68 0.27
C 1.44 0.08 -0.65
S 2.75 -0.68 0.46
H 1.63 -0.62 -1.46
H 0.47 -0.02 -0.18
H 1.44 1.11 -0.91
H 1.91 -0.72 1.51

***

b:
Here is an isolated molecule of CH6N2S from the OMol25 dataset. Energies are from ωB97M-V/def2-TZVPD.

Properties
Gap between HOMO and LUMO   9.663 eV
Highest occupied orbital energy   -8.9 eV

Geometry (Å):
C 0.15 -0.25 1.28
N 1.59 0.75 -0.70
N -0.88 -0.29 -1.25
S 0.08 0.84 -0.37
H 1.05 -0.92 1.15
H -0.73 -0.88 1.28
H 0.32 0.49 2.10
H 1.87 1.68 -0.88
H -1.77 0.14 -1.58
H -0.58 -0.77 -2.06

***

Verdict on stability: a comes out at the bottom.

***

a:
Here is an isolated molecule of C3H8N4O2 from the OMol25 dataset. Energies are from ωB97M-V/def2-TZVPD.

Properties
Gap between HOMO and LUMO   10.274 eV
SMILES string   [H]/N=C(/N)OC(=O)N(C)N
Highest occupied orbital energy   -9.7 eV

Geometry (Å):
H 0.22 2.65 -1.04
N -0.34 3.19 -0.45
C -0.69 2.38 0.40
N -1.61 2.48 1.39
O 0.05 0.96 0.43
C 0.12 0.10 -0.79
O 0.14 0.59 -1.86
N 0.26 -1.26 -0.35
C 0.92 -2.23 -1.09
N -0.02 -1.66 0.93
H -1.94 1.64 2.17
H -1.45 3.36 1.84
H 1.83 -2.71 -0.26
H 1.83 -1.93 -2.00
H 0.25 -3.02 -1.61
H 0.96 -2.00 1.36
H -0.54 -2.56 0.93

***

b:
Here is a cluster of 2 separate species, C3H8N4O2 in total from the OMol25 dataset. Energies are from ωB97M-V/def2-TZVPD.

Properties
Gap between HOMO and LUMO   8.132 eV
SMILES string   NNC=C(N)N.O=C=O
Highest occupied orbital energy   -7.6 eV

Geometry (Å):
N -1.83 1.02 1.80
N -1.53 0.71 0.38
C -0.28 1.12 -0.22
C 0.84 0.20 -0.02
N 2.17 0.40 -0.37
N 0.60 -0.97 0.71
H -1.79 0.15 2.23
H -1.09 1.61 2.15
H -2.16 1.29 -0.24
H -0.10 2.12 -0.59
H 2.45 0.75 -1.23
H 2.56 -0.60 -0.29
H -0.36 -1.03 0.83
H 0.88 -1.95 0.32
O -1.12 -1.86 -1.33
C -0.09 -1.57 -1.77
O 0.84 -1.39 -2.35

***

Verdict on stability: a comes out at the bottom.